A molecular structure, C26H39BClFIN2O25PS in a non-equilibrium geometry, computed with ωB97M-V/def2-TZVPD.

Each line ends with the Löwdin charge.
Cartesian coordinates (Å):
N (5.0139, -0.4773, 2.3332)  -0.001
C (4.8676, -0.0899, 0.9106)  -0.196
C (3.6460, 0.8478, 0.7046)  -0.495
F (2.5223, 0.0605, 0.9419)  -0.058
C (3.6756, 1.8859, 1.9357)  -0.605
I (2.3633, 1.2802, 3.5490)  1.057
S (3.1357, 3.5401, 1.3749)  0.549
O (2.3670, 4.1321, 2.4382)  -0.361
O (4.3142, 4.3584, 1.2097)  -0.301
O (2.2320, 3.5607, 0.0539)  -0.248
C (2.4465, 2.5380, -0.9359)  -0.518
C (1.0433, 1.8310, -1.1593)  -0.065
C (-0.0427, 2.6622, -0.3610)  -0.272
C (-1.2846, 1.8388, 0.0420)  -0.045
O (-0.2264, 2.2809, 0.9884)  -0.083
P (2.8137, 3.5149, -2.5465)  0.951
O (2.3396, 2.5355, -3.8172)  -0.271
O (1.6098, 4.6982, -2.4470)  -0.271
C (3.6091, 1.5287, -0.6976)  -0.517
Cl (5.2048, 2.3648, -1.0530)  0.754
B (3.5674, 0.2997, -1.7925)  -0.622
N (2.5380, -0.7455, -1.7968)  0.174
O (4.5747, 0.1965, -2.7642)  0.080
H (4.8029, -1.4610, 2.4511)  0.080
H (5.9699, -0.3129, 2.6262)  0.080
H (4.7706, -1.0393, 0.3505)  0.128
H (5.7938, 0.4462, 0.6548)  0.108
H (4.6912, 2.0165, 2.3268)  0.081
H (0.6815, 1.9140, -2.1936)  0.109
H (0.9941, 0.8293, -0.7241)  0.105
H (-0.2002, 3.7147, -0.6538)  0.139
H (-2.1929, 2.4265, 0.1726)  0.117
H (-1.2232, 0.7866, -0.2109)  0.084
H (2.4829, 3.0424, -4.6300)  0.059
H (1.1793, 4.7326, -3.3166)  0.056
H (2.3844, -1.0100, -2.7684)  0.093
H (2.8004, -1.5594, -1.2481)  0.087
H (4.9602, -0.6774, -2.5939)  0.112
C (-3.4043, -0.5034, -3.9278)  -0.112
C (-2.6384, 0.6750, -3.3878)  -0.106
O (-2.3074, 0.2451, -2.0635)  0.020
C (-2.3249, -1.1140, -2.0602)  -0.559
O (-1.9296, -1.7828, -1.1575)  0.152
O (-2.8461, -1.6021, -3.2086)  0.069
H (-3.2701, -0.6357, -4.9994)  0.133
H (-4.4726, -0.4448, -3.7084)  0.140
H (-1.7146, 0.8655, -3.9389)  0.134
H (-3.2301, 1.5877, -3.3664)  0.138
C (-4.5605, -5.8432, -4.6323)  -0.113
C (-3.3022, -5.5165, -3.8766)  -0.126
O (-2.6031, -4.6563, -4.7890)  0.063
C (-3.5219, -4.1030, -5.6126)  -0.576
O (-3.2962, -3.2166, -6.3779)  0.140
O (-4.7368, -4.6863, -5.4572)  0.061
H (-5.4176, -5.9889, -3.9794)  0.136
H (-4.4495, -6.7215, -5.2721)  0.137
H (-3.4985, -4.9647, -2.9543)  0.142
H (-2.7172, -6.3968, -3.6432)  0.090
C (-3.8914, -0.2411, 2.2647)  -0.113
C (-4.1249, -1.6136, 1.6886)  -0.115
O (-5.5481, -1.7379, 1.7357)  0.060
C (-6.0680, -0.4827, 1.7437)  -0.567
O (-7.2213, -0.2328, 1.6123)  0.162
O (-5.0943, 0.4494, 1.9189)  0.061
H (-3.0216, 0.2527, 1.8356)  0.120
H (-3.7906, -0.2532, 3.3521)  0.136
H (-3.7973, -1.6931, 0.6504)  0.115
H (-3.6474, -2.3993, 2.2704)  0.135
C (2.2653, 2.0732, 8.0798)  -0.125
C (0.8287, 2.4940, 8.2607)  -0.122
O (0.1332, 1.6179, 7.3742)  0.059
C (0.9061, 0.5164, 7.1943)  -0.590
O (0.5468, -0.4734, 6.6448)  0.150
O (2.1445, 0.6955, 7.7227)  0.049
H (2.8552, 2.1888, 8.9867)  0.132
H (2.7589, 2.6071, 7.2646)  0.128
H (0.4675, 2.3270, 9.2780)  0.133
H (0.6582, 3.5342, 7.9916)  0.134
C (1.6971, 7.6157, 0.8402)  -0.108
C (0.8176, 6.4200, 1.0868)  -0.125
O (-0.4591, 6.8643, 0.6128)  0.064
C (-0.2369, 7.8557, -0.2863)  -0.570
O (-1.0734, 8.3261, -0.9890)  0.153
O (1.0659, 8.2402, -0.2815)  0.060
H (2.7237, 7.3401, 0.6068)  0.135
H (1.6998, 8.3157, 1.6790)  0.133
H (1.1230, 5.5508, 0.5101)  0.097
H (0.7676, 6.1463, 2.1368)  0.130
C (-0.6853, -8.5125, -0.3298)  -0.117
C (-0.1747, -9.0962, -1.6225)  -0.118
O (-1.3366, -9.0731, -2.4537)  0.075
C (-2.1650, -8.1165, -1.9708)  -0.541
O (-3.1422, -7.7276, -2.5320)  0.133
O (-1.7401, -7.6561, -0.7713)  0.078
H (0.0743, -7.9482, 0.2066)  0.135
H (-1.1016, -9.2697, 0.3376)  0.136
H (0.6012, -8.4811, -2.0830)  0.135
H (0.2008, -10.1105, -1.5073)  0.135

Forces on the atoms, in the same order (eV/Å):
0.0578 0.1030 -0.5764
0.4925 -0.2292 0.7195
0.8584 0.2160 2.1161
0.1012 0.1584 -1.1427
-1.1764 -0.6158 -1.5478
0.4632 0.0569 -0.1787
1.3891 3.6915 3.2007
-1.2550 -0.9063 -0.7348
0.2630 -1.1674 -1.4682
1.3485 -1.0563 0.7519
-1.5779 -1.6630 -1.9444
-1.0807 1.9424 1.9775
-1.2360 -1.9978 -0.5502
2.7948 1.9029 0.2449
-0.5645 0.0346 -0.8614
1.2454 2.0938 -0.3188
-0.7980 0.0982 1.0383
0.0956 -1.4529 -0.2711
-0.2279 -0.2853 -0.8261
-0.2339 -0.2010 0.8479
0.0861 -0.5040 -0.8101
0.6365 0.5043 -0.0485
-0.3055 0.2823 1.3361
-0.0257 0.2147 0.2187
-0.1689 -0.1881 0.0816
-0.0672 0.7304 -0.4263
-0.5175 -0.2347 -0.4522
-0.4354 0.2254 -0.2061
0.5563 -0.5743 0.0945
0.1416 0.1506 -0.5608
0.2416 -0.5084 0.4433
-0.0437 -0.6307 -0.0786
-0.4490 0.2253 0.3539
0.2823 -0.3045 0.0801
-0.1410 0.2135 0.3417
0.1565 -0.3914 0.2525
-0.6007 0.0595 0.1376
-0.1416 0.0562 -0.7913
-0.3563 0.0764 -0.6184
0.0137 0.3754 -0.1686
-0.1862 -0.4096 -0.3627
0.0337 -0.1612 0.0075
-0.0339 0.0728 0.0437
0.1879 0.1787 0.3644
0.0518 -0.2527 0.0737
0.0384 0.0009 0.0532
0.0113 -0.0715 0.0342
0.0394 -0.0220 0.2361
-0.2327 -0.3390 0.1074
0.4375 0.1533 0.1409
-0.4451 0.1555 -0.2890
0.1362 0.1319 -0.0248
-0.0503 0.0318 0.0677
0.2647 0.1042 -0.0029
-0.0647 0.1631 -0.1142
0.0348 0.0437 -0.0114
-0.0050 0.0354 -0.0529
0.0694 0.7033 -0.5504
0.3884 0.1459 0.1590
0.3391 -0.3078 -0.1369
-0.0071 0.3462 0.0763
-0.1809 0.0361 -0.0162
0.0240 0.0014 -0.0096
-0.1180 -0.2966 -0.0689
-0.1435 0.1274 -0.0488
-0.0458 -0.0129 -0.0199
0.0150 0.0219 0.0316
-0.1926 -0.0625 0.0057
0.3666 0.2476 0.0883
-0.1279 0.3666 0.2001
0.2616 -0.1581 0.0178
-0.0712 -0.1633 -0.0957
0.0344 0.0371 -0.0332
-0.2885 0.0834 -0.0350
0.0168 -0.2148 -0.0265
-0.0581 -0.0304 -0.0252
0.0204 -0.0474 -0.0247
-0.1299 -0.0976 -0.1471
0.3908 0.0565 0.1349
0.0408 -0.3182 0.3765
0.1809 0.3409 -0.2316
-0.1300 -0.0007 -0.0815
0.0371 -0.0086 -0.0107
-0.2640 -0.1304 0.0744
-0.0575 0.0726 -0.1754
-0.0569 0.0004 -0.0293
-0.0453 0.0538 -0.0546
-0.1890 -0.0405 -0.0613
0.2250 -0.0503 0.3975
0.4162 -0.1954 -0.0303
-0.1383 0.2375 0.1511
-0.2051 -0.1534 0.1158
0.0149 -0.9444 0.6903
-0.0233 -0.1214 -0.3026
-0.1539 0.1638 -0.0319
-0.0314 0.0074 -0.0536
-0.0546 0.0266 0.0040
-0.1673 -0.0378 -0.1491

For the electronic energy, the calculation gives -125902.054 eV. As for the largest force on an atom: 5.08 eV/A. The value obtained for the HOMO-LUMO gap is 8.452 eV. For the highest occupied orbital energy, the calculation gives -8.760 eV.